[1]
The following is a DFT calculation (ωB97M-V/def2-TZVPD) of a cluster of 8 separate species, C32H64O14 in total in a non-equilibrium geometry.

Positions of all 110 atoms, in Å:
C1 6.52072 4.13969 -0.16052
C2 5.25166 4.90469 -0.64570
O1 4.42676 4.12305 -1.54372
C3 4.69450 4.07795 -2.89695
O2 5.53547 4.69860 -3.54179
O3 3.85362 3.19063 -3.41093
C4 3.91876 2.74346 -4.73271
H1 7.22003 4.07540 -0.99414
H2 6.36691 3.12894 0.21739
H3 6.99503 4.79975 0.56575
H4 5.57854 5.87930 -1.00816
H5 4.67260 5.09572 0.25779
H6 3.87474 3.57270 -5.43879
H7 3.10713 2.03994 -4.91826
H8 4.89444 2.26436 -4.81401
C5 -0.28011 3.44305 2.32278
C6 -0.76921 2.31282 1.42596
O4 -2.12036 2.11798 1.46051
C7 -2.66699 1.34949 2.36898
O5 -2.08791 0.65826 3.21236
O6 -3.99945 1.38529 2.18650
C8 -4.86270 0.65530 2.99369
H9 -0.64035 3.45056 3.35151
H10 -0.60420 4.34316 1.80041
H11 0.80750 3.43864 2.39463
H12 -0.13986 1.46016 1.68095
H13 -0.52393 2.48620 0.37817
H14 -4.50930 -0.37003 3.10277
H15 -5.90669 0.57833 2.68992
H16 -4.85057 1.02866 4.01768
C9 2.15396 1.78084 -0.67615
C10 1.53262 1.09684 -1.89153
O7 1.30626 -0.29144 -1.56820
C11 0.17983 -0.71105 -0.89719
O8 -0.69019 0.03196 -0.44689
O9 0.22586 -2.02456 -0.79133
C12 -0.68624 -2.76086 0.02338
H17 1.43202 1.89530 0.13243
H18 2.42266 2.82312 -0.84811
H19 3.00982 1.29478 -0.20779
H20 2.27235 1.05756 -2.69113
H21 0.57042 1.44985 -2.26254
H22 -0.93856 -3.71800 -0.43305
H23 -1.68657 -2.35360 0.17031
H24 -0.22389 -2.96391 0.98936
C13 -5.43942 -2.36941 1.10055
C14 -4.80772 -1.40944 0.07774
C15 -5.06287 -2.03589 -1.33300
O10 -6.16751 -2.94375 -1.10586
C16 -6.58898 -2.88233 0.23648
H25 -5.80657 -1.97273 2.04710
H26 -4.80905 -3.25191 1.20969
H27 -3.76301 -1.23850 0.33749
H28 -5.38625 -0.48649 0.11709
H29 -4.13005 -2.56397 -1.53068
H30 -5.30768 -1.20857 -1.99911
H31 -6.98340 -3.84428 0.56390
H32 -7.45699 -2.22687 0.30733
C17 4.58909 -1.45345 -4.02106
C18 3.53755 -2.55232 -4.30840
C19 3.57962 -3.46107 -3.08093
O11 4.77151 -3.13320 -2.32873
C20 5.12423 -1.76972 -2.62084
H33 4.10884 -0.47650 -3.96599
H34 5.35249 -1.37904 -4.79552
H35 3.82497 -3.05237 -5.23329
H36 2.54140 -2.13307 -4.44987
H37 3.48187 -4.53155 -3.26154
H38 2.85815 -3.14075 -2.32929
H39 6.18779 -1.53716 -2.56732
H40 4.61598 -1.09020 -1.93671
C21 3.41599 -1.68826 2.90484
C22 2.44397 -1.16522 3.95363
C23 1.66171 -0.17692 3.11937
O12 2.62294 0.50271 2.35244
C24 3.73027 -0.39881 2.15686
H41 2.93080 -2.39501 2.23164
H42 4.28660 -2.17867 3.34031
H43 2.99819 -0.67899 4.75645
H44 1.90257 -1.92668 4.51502
H45 0.96102 0.45204 3.66852
H46 0.90855 -0.65631 2.49405
H47 4.63604 0.02368 2.59181
H48 3.68319 -0.61432 1.08941
C25 -3.16295 1.95894 -3.94732
C26 -4.10149 2.13054 -2.90515
C27 -3.23450 2.21489 -1.61806
O13 -2.08483 2.89557 -2.08611
C28 -2.09565 2.90955 -3.52557
H49 -3.64571 2.15880 -4.90393
H50 -2.70986 0.97743 -4.08681
H51 -4.77824 1.27746 -2.85659
H52 -4.72089 3.00956 -3.08341
H53 -2.91511 1.23656 -1.25894
H54 -3.82341 2.66808 -0.82062
H55 -1.19847 2.60857 -4.06648
H56 -2.50936 3.84733 -3.89639
C29 -2.17965 -3.98471 3.34556
C30 -2.29253 -2.50856 3.52406
C31 -2.47735 -2.41869 5.06778
O14 -3.40053 -3.49934 5.30178
C32 -3.11252 -4.57006 4.43573
H57 -1.18785 -4.34798 3.61476
H58 -2.39169 -4.42513 2.37130
H59 -3.13970 -2.20710 2.90800
H60 -1.42747 -1.93106 3.19811
H61 -2.70844 -1.45433 5.52023
H62 -1.65324 -2.81403 5.66161
H63 -4.01480 -4.91800 3.93280
H64 -2.71674 -5.44790 4.94646

Values from the calculation:
SMILES	CCOC(=O)OC.CCOC(=O)OC.CCOC(=O)OC.C1CCOC1.C1CCOC1.C1CCOC1.C1CCOC1.C1CCOC1

Atomic partial charges in e from the Mulliken method, atoms 1 to 5: atom 1 (C): -1.135, atom 2 (C): -0.293, atom 3 (O): -0.204, atom 4 (C): 0.556, atom 5 (O): -0.602

[2]
The following is a DFT calculation (ωB97M-V/def2-TZVPD) of a cluster of 8 separate species, C32H64O24 in total in a non-equilibrium geometry.

Positions of all 120 atoms, in Å:
C1 0.24380 1.93222 1.41924
C2 -0.52991 0.63907 1.63237
O1 -0.15732 -0.33287 0.64505
C3 -1.00189 -0.58442 -0.35798
O2 -2.06416 -0.03533 -0.51325
O3 -0.51976 -1.61785 -1.02893
C4 -1.33077 -2.23215 -2.04760
H1 0.20233 2.58749 2.29950
H2 -0.34139 2.56802 0.74943
H3 1.30142 1.80295 1.21646
H4 -1.61094 0.74325 1.63934
H5 -0.18452 0.18416 2.56412
H6 -1.54686 -3.22671 -1.66390
H7 -0.90889 -2.29621 -3.04489
H8 -2.23651 -1.62190 -2.07392
C5 4.18447 -8.74743 0.42571
C6 4.11199 -8.09278 -0.93527
O4 4.18171 -6.65828 -0.95660
C7 3.11670 -5.95700 -1.21252
O5 2.02260 -6.35247 -1.44466
O6 3.49163 -4.67619 -1.25574
C8 2.60399 -3.71832 -1.79408
H9 5.20248 -8.81496 0.80971
H10 3.71263 -9.72595 0.48179
H11 3.65423 -8.12376 1.15183
H12 3.23133 -8.48057 -1.44791
H13 4.95103 -8.37186 -1.56949
H14 1.54601 -3.89577 -1.57981
H15 2.68025 -3.73904 -2.88282
H16 2.82057 -2.72536 -1.41600
C9 -0.12132 5.81306 -0.54060
C10 1.03968 5.90278 -1.53092
O7 0.90703 7.02940 -2.36836
C11 1.79224 7.24423 -3.37015
O8 2.56367 6.47322 -3.78830
O9 1.55012 8.40809 -3.90340
C12 0.43595 9.24001 -3.58050
H17 -0.22571 4.77609 -0.23448
H18 -1.04520 6.07997 -1.06020
H19 -0.00173 6.53878 0.26144
H20 1.05231 4.93692 -2.04795
H21 2.01445 5.99046 -1.03487
H22 0.71798 10.23682 -3.91054
H23 0.33897 9.31930 -2.49925
H24 -0.46265 8.88551 -4.07462
C13 0.10054 1.54161 10.75779
C14 -1.03037 1.03519 9.86924
O10 -0.58228 -0.08228 9.09598
C15 -0.06399 0.14739 7.90750
O11 0.25841 1.21877 7.48714
O12 0.03453 -1.00216 7.27330
C16 0.70662 -1.03683 6.03763
H25 -0.22621 2.35905 11.41330
H26 0.87970 2.05763 10.19130
H27 0.57111 0.84668 11.45138
H28 -1.36055 1.83693 9.21774
H29 -1.75503 0.58508 10.53926
H30 1.31475 -0.14998 5.87463
H31 0.06103 -1.14468 5.16214
H32 1.30568 -1.94520 5.99175
C17 1.50500 -2.98724 1.77988
C18 1.79656 -4.13932 2.70020
O13 0.82364 -5.14884 2.38775
C19 1.25618 -6.40032 2.35044
O14 2.33115 -6.78446 2.71847
O15 0.37177 -7.12909 1.70403
C20 0.80142 -8.45772 1.35726
H33 2.04110 -2.15835 2.27269
H34 0.50060 -2.57968 1.72115
H35 2.01260 -3.10332 0.82738
H36 1.56243 -3.85803 3.73319
H37 2.85964 -4.36912 2.67781
H38 -0.09516 -8.86242 0.89548
H39 1.22983 -8.99628 2.19162
H40 1.45270 -8.27481 0.50215
C21 0.26445 3.46444 -4.31014
C22 0.08649 2.40851 -5.39296
O16 -0.96324 1.58085 -4.90602
C23 -1.40723 0.57254 -5.65299
O17 -0.87985 0.24110 -6.65852
O18 -2.50902 0.02502 -5.20076
C24 -3.09909 0.52221 -3.99855
H41 0.88448 3.17979 -3.45559
H42 -0.70097 3.80081 -3.92555
H43 0.79285 4.38201 -4.59342
H44 1.06867 1.94218 -5.47673
H45 -0.24619 2.86319 -6.32446
H46 -3.94210 -0.12873 -3.77565
H47 -3.53238 1.51367 -4.15071
H48 -2.38388 0.54710 -3.17827
C25 4.57609 3.04760 -0.29314
C26 4.50077 1.60954 -0.79533
O19 3.32915 1.49109 -1.60007
C27 3.08516 0.36696 -2.24966
O20 3.78066 -0.61391 -2.23144
O21 1.88516 0.45772 -2.80631
C28 1.64955 -0.49924 -3.82693
H49 3.95211 3.24084 0.58448
H50 4.34238 3.82147 -1.01601
H51 5.58572 3.12369 0.12123
H52 4.48244 0.83850 -0.02175
H53 5.38462 1.46411 -1.42589
H54 2.42827 -0.37823 -4.57592
H55 0.65225 -0.41920 -4.24914
H56 1.68858 -1.53422 -3.48469
C29 -4.36633 2.32669 -1.09017
C30 -5.83554 2.73732 -0.95771
O22 -6.63537 1.57380 -0.80657
C31 -7.95848 1.75055 -0.65910
O23 -8.56017 2.79183 -0.64067
O24 -8.51472 0.54302 -0.56135
C32 -9.89585 0.38541 -0.81002
H57 -3.73718 3.21806 -1.09112
H58 -4.32756 1.90588 -2.09267
H59 -4.04553 1.70624 -0.25928
H60 -6.04202 3.33491 -1.84610
H61 -5.95258 3.36131 -0.07003
H62 -10.43963 0.88271 0.00668
H63 -10.27170 -0.63085 -0.73066
H64 -10.21867 0.85892 -1.73631

Values from the calculation:
SMILES	CCOC(=O)OC.CCOC(=O)OC.CCOC(=O)OC.CCOC(=O)OC.CCOC(=O)OC.CCOC(=O)OC.CCOC(=O)OC.CCOC(=O)OC

Atomic partial charges in e from the Mulliken method, atoms 1 to 5: atom 1 (C): -1.025, atom 2 (C): 0.039, atom 3 (O): -0.143, atom 4 (C): 0.639, atom 5 (O): -0.577

no.,orbital gap (eV),HOMO level (Ha)
1,9.89,-0.3448
2,11.02,-0.3908